(1)
76
Properties=species:S:1:pos:R:3:forces:R:3:lowdin_charge:R:1 method="wB97M-V/def2-TZVPD" e_above_lowest_kcal_mol=0.0 orbital_gap_ev=10.075 lumo_energy_ev=-0.30
C -1.0961 0.8586 1.3860 0.9 -2.4 0.5 -0.05
C -0.3150 -0.4623 1.5856 -0.3 0.2 0.2 -0.29
O 1.0039 -0.0588 1.3356 0.3 0.6 -0.3 0.14
C 0.9758 1.0501 0.5350 -0.4 -0.7 0.4 -0.53
O 1.9379 1.5705 0.0798 0.0 0.3 -0.2 0.17
O -0.3103 1.4356 0.3485 0.1 1.1 0.2 0.07
F -0.6394 -1.4182 0.6838 -0.3 -0.1 -0.5 0.07
H -1.0013 1.3213 2.3666 -0.2 0.7 -0.5 0.09
H -2.1151 0.6683 1.0963 -0.2 0.3 -0.3 0.13
H -0.3798 -0.9299 2.5587 0.1 0.3 0.3 0.16
C -0.3841 3.9915 3.0482 0.1 0.8 0.3 -0.15
C -1.5049 4.1973 4.0669 -0.1 -0.3 -0.1 -0.14
O -1.7523 2.8403 4.5094 0.0 0.3 0.1 -0.19
S -0.3296 2.1948 4.8078 -0.6 1.3 -1.0 0.58
O -0.4199 0.8227 4.5625 0.0 -1.6 -0.5 -0.19
O 0.1489 2.6683 6.0348 0.8 0.6 1.1 -0.19
O 0.4265 2.9412 3.5822 -0.2 -0.8 0.5 -0.19
H 0.2691 4.8571 2.9739 -0.1 0.1 -0.2 0.14
H -0.7926 3.7180 2.0772 0.1 -0.2 -0.1 0.12
H -2.4290 4.5525 3.6192 0.0 0.0 0.0 0.12
H -1.2211 4.8239 4.9183 0.0 -0.1 -0.1 0.13
C 1.4510 -4.8873 -2.3952 1.3 0.9 -1.1 -0.19
C 1.1938 -3.4206 -2.6999 0.8 -0.2 1.1 -0.20
O -0.1928 -3.4240 -3.0087 -0.8 0.4 -0.6 -0.17
S -0.9557 -4.3386 -1.9741 2.3 -0.2 -0.5 0.60
O -2.0285 -4.9555 -2.6405 -0.6 -0.6 -0.2 -0.20
O -1.1406 -3.6402 -0.7658 -0.6 0.4 1.1 -0.22
O 0.3066 -5.3414 -1.7161 -1.3 -0.3 0.0 -0.17
H 2.3662 -5.0071 -1.8263 -0.2 -0.1 0.5 0.12
H 1.6283 -5.3408 -3.3778 -0.5 -0.7 0.3 0.14
H 1.8058 -3.1085 -3.5314 -0.3 0.3 -0.3 0.12
H 1.3690 -2.7968 -1.8216 0.0 0.1 -0.1 0.12
C -4.0148 5.8931 0.4506 -0.7 0.2 1.3 -0.18
C -5.4777 5.5231 0.2789 0.9 -0.2 -1.4 -0.15
O -5.4516 4.1458 0.6716 -0.2 -0.3 0.7 -0.18
S -4.1405 3.4525 0.1012 0.0 0.6 0.7 0.58
O -4.4089 2.8937 -1.1525 -0.1 -0.4 -1.4 -0.19
O -3.5569 2.6542 1.1109 0.2 0.0 0.5 -0.21
O -3.2870 4.8038 -0.0888 0.0 -0.5 -0.5 -0.18
H -3.8531 5.8661 1.5372 0.3 0.5 -0.1 0.13
H -3.7339 6.8423 0.0126 0.2 -0.1 -0.2 0.14
H -5.7466 5.5020 -0.7805 -0.2 0.5 0.0 0.14
H -6.1442 6.1357 0.8637 -0.3 -0.3 0.3 0.14
C 4.5844 -0.2179 -1.8895 0.0 -0.3 0.5 -0.13
C 4.3164 -0.5075 -0.4224 -0.5 0.6 -0.3 -0.14
O 4.1739 -1.9364 -0.4191 0.3 -0.6 0.1 -0.19
S 5.0295 -2.5996 -1.6001 0.2 1.4 0.5 0.58
O 4.1617 -3.1305 -2.5747 -1.0 -0.6 -0.6 -0.21
O 6.0932 -3.3761 -1.1078 0.5 -0.4 0.4 -0.20
O 5.6070 -1.2196 -2.1322 0.0 0.1 -0.7 -0.19
H 4.9918 0.7567 -2.1194 0.2 0.1 0.1 0.14
H 3.6852 -0.4129 -2.4786 0.2 0.0 -0.2 0.11
H 3.3857 -0.0811 -0.0632 0.1 -0.1 0.0 0.10
H 5.1461 -0.1660 0.1963 0.1 -0.3 0.1 0.14
C -0.5768 -4.2160 2.5796 -1.0 -0.2 -0.5 -0.18
C -0.4279 -5.6979 2.2719 0.8 0.0 0.5 -0.13
O 0.8292 -5.7795 1.5707 -0.3 0.1 -0.3 -0.19
S 1.7859 -4.5497 1.8972 -0.9 -0.8 0.3 0.59
O 2.0291 -3.8639 0.6897 0.2 0.6 -0.4 -0.20
O 2.8452 -5.0217 2.7021 0.5 0.3 0.4 -0.20
O 0.7437 -3.7464 2.8293 0.5 -0.1 -0.1 -0.18
H -1.2099 -4.0853 3.4548 0.3 0.3 0.2 0.14
H -1.0155 -3.6897 1.7277 0.2 0.0 0.0 0.10
H -1.2200 -6.1027 1.6545 0.0 0.0 -0.2 0.14
H -0.2946 -6.2792 3.1901 -0.3 0.0 -0.1 0.13
C 0.2100 2.6233 -3.7713 -0.2 -0.1 -0.1 -0.13
C -1.1260 1.8400 -3.6908 -0.6 1.7 0.5 -0.18
O -0.8859 0.5784 -4.2431 -0.2 -1.0 -0.1 -0.16
S 0.6692 0.2459 -4.3649 -0.9 0.6 -0.7 0.59
O 0.9117 -0.4605 -5.5537 0.0 -0.1 -0.9 -0.19
O 1.1482 -0.3391 -3.1733 0.3 0.6 1.2 -0.21
O 1.0540 1.7872 -4.5865 0.6 -0.4 0.7 -0.18
H 0.6329 2.8059 -2.7847 0.2 -0.2 0.0 0.12
H 0.1243 3.5664 -4.3106 -0.1 -0.1 0.1 0.13
H -1.9184 2.3808 -4.2170 0.2 -0.5 -0.6 0.13
H -1.5426 1.8005 -2.6850 0.5 -0.5 0.3 0.12

***

(2)
67
Properties=species:S:1:pos:R:3:forces:R:3:lowdin_spin:R:1 method="wB97M-V/def2-TZVPD" e_above_lowest_kcal_mol=0.0 charge=+2 orbital_gap_ev="8.263 / 6.270" multiplicity=5 s_squared=6.01 lumo_energy_ev="-5.64 / -7.72"
Co -2.4742 -0.7131 1.2917 -0.6 -0.1 0.0 2.74
C -1.1868 2.1805 -1.1553 0.0 -0.1 0.1 0.01
C -0.3840 2.4868 0.1125 0.1 -0.1 -0.1 0.00
C 0.6554 1.4072 0.4171 -0.2 0.1 0.1 0.07
Sb 1.6708 1.6194 2.2861 0.4 0.0 -0.3 0.50
C 3.3611 2.8598 1.8817 -0.3 -0.1 0.2 0.15
C 4.2934 2.3741 0.9697 0.1 0.2 0.0 0.03
C 5.4042 3.1593 0.6870 0.0 0.0 0.0 0.01
C 5.5708 4.3874 1.3158 0.0 0.0 0.0 0.00
C 4.6314 4.8500 2.2273 0.0 0.0 0.0 0.00
C 3.5108 4.0827 2.5230 0.2 0.0 -0.2 0.01
C 2.5315 -0.2833 2.4936 0.0 0.1 0.1 0.04
C 1.9035 -1.4230 1.9922 0.0 0.0 0.0 0.02
C 2.5427 -2.6510 2.0679 0.0 0.0 0.0 0.00
C 3.7986 -2.7451 2.6585 0.0 0.0 0.0 0.02
C 4.4166 -1.6143 3.1737 0.0 0.0 0.0 0.00
C 3.7848 -0.3797 3.0964 0.0 -0.1 0.0 0.02
Sb -2.4125 0.4147 -1.0914 0.5 0.0 -0.3 0.04
C -1.2309 -0.9400 -2.1990 0.0 -0.1 0.0 0.00
C -0.9988 -0.7162 -3.5549 0.0 0.0 0.0 0.00
C -0.1851 -1.5857 -4.2683 0.0 0.0 0.0 0.00
C 0.3954 -2.6783 -3.6362 0.0 0.0 0.0 0.00
C 0.1672 -2.9066 -2.2864 0.0 0.0 0.0 0.00
C -0.6466 -2.0389 -1.5692 0.0 0.0 -0.1 0.00
C -3.9378 0.9094 -2.4464 -0.1 -0.1 0.2 0.01
C -4.4063 -0.0722 -3.3159 0.0 0.1 0.0 0.00
C -5.3631 0.2643 -4.2636 0.0 0.0 0.0 0.00
C -5.8505 1.5623 -4.3306 0.0 0.0 0.0 0.00
C -5.3908 2.5316 -3.4503 0.0 0.0 0.1 0.00
C -4.4340 2.2088 -2.4974 -0.1 -0.1 -0.1 0.00
H -0.5253 2.0037 -2.0058 0.0 0.0 0.0 0.00
H -1.8527 3.0021 -1.4144 0.0 0.0 0.0 0.00
H -1.0613 2.6202 0.9595 0.0 0.0 0.0 0.00
H 0.1237 3.4435 -0.0315 0.0 0.0 0.0 0.00
H 1.4420 1.3637 -0.3404 0.0 0.0 0.0 0.01
H 0.1975 0.4164 0.4736 0.0 0.0 -0.1 0.00
H 4.1760 1.4101 0.4883 0.0 0.0 0.0 0.00
H 6.1415 2.8043 -0.0211 0.0 0.0 0.0 0.00
H 6.4448 4.9862 1.0959 0.0 0.0 0.0 0.00
H 4.7682 5.8064 2.7140 0.0 0.0 0.0 0.00
H 2.7818 4.4421 3.2370 0.0 0.0 0.0 0.00
H 0.9254 -1.3640 1.5268 0.0 0.0 0.0 0.00
H 2.0680 -3.5348 1.6593 0.0 0.0 0.0 0.00
H 4.2962 -3.7042 2.7165 0.0 0.0 0.0 0.00
H 5.3914 -1.6904 3.6370 0.0 0.0 0.0 0.00
H 4.2767 0.4987 3.4979 0.0 0.0 0.0 0.00
H -1.4524 0.1280 -4.0621 0.0 0.0 0.0 0.00
H -0.0068 -1.4107 -5.3213 0.0 0.0 0.0 0.00
H 1.0238 -3.3552 -4.2001 0.0 0.0 0.0 0.00
H 0.6158 -3.7621 -1.7977 0.0 0.0 0.0 0.00
H -0.8225 -2.2377 -0.5154 0.0 0.0 0.0 0.00
H -4.0251 -1.0854 -3.2737 0.0 0.0 0.0 0.00
H -5.7264 -0.4889 -4.9499 0.0 0.0 0.0 0.00
H -6.5971 1.8190 -5.0702 0.0 0.0 0.0 0.00
H -5.7772 3.5407 -3.5021 0.0 0.0 0.0 0.00
H -4.0943 2.9711 -1.8072 0.0 0.0 0.0 0.00
I -3.2333 -6.7764 1.9971 0.0 0.0 0.0 0.00
C -2.6003 -4.8312 2.1753 0.0 -0.1 0.0 0.00
C -1.7677 -4.3027 3.1439 0.1 0.1 0.1 0.01
N -1.6262 -2.9974 2.8870 0.0 -0.1 0.0 0.01
N -2.3273 -2.6364 1.7869 0.0 0.0 0.1 0.05
C -2.9214 -3.7576 1.3544 0.0 0.1 -0.1 0.01
H -1.2800 -4.7705 3.9844 0.0 0.0 0.0 0.00
H -1.0928 -2.3142 3.4069 0.0 0.0 0.0 0.00
H -3.5416 -3.7507 0.4710 0.0 0.0 0.0 0.00
N -0.6027 0.7042 3.2909 -0.1 0.0 0.2 0.12
C -1.4752 0.2591 2.6800 0.2 0.0 0.0 0.08